ORCA calculation (the ωB97M-V functional and the def2-TZVPD basis) on the molecule C21H22N6O3.

Geometry as XYZ:
```
52
Properties=species:S:1:pos:R:3:forces:R:3
C -2.1966 -1.8337 -3.1352 0.24 0.09 0.04
C -0.7456 -1.5964 -2.7389 -0.11 -0.23 0.08
C -0.1471 -2.8241 -2.0559 0.41 0.43 -0.03
C 1.3390 -2.6595 -1.7569 -0.24 -0.49 -0.24
O 1.4913 -1.6626 -0.7653 0.16 0.31 0.29
C 2.7575 -1.3275 -0.3655 0.09 0.11 0.09
C 3.9265 -1.8826 -0.8588 -0.26 -0.08 -0.09
C 5.1567 -1.4547 -0.3798 0.12 0.07 0.07
C 5.2287 -0.4755 0.5904 0.06 -0.13 -0.13
C 4.0680 0.0858 1.0984 -0.05 0.06 0.07
C 2.8346 -0.3331 0.6297 0.15 -0.09 -0.10
N 1.6143 0.1761 1.0892 -0.17 -0.43 -0.29
C 1.3864 1.1894 1.9523 -0.50 0.00 -0.06
O 2.2270 1.8369 2.5333 0.14 0.15 0.17
C -0.1159 1.4619 2.1467 0.35 0.18 0.54
N -0.8326 1.4396 0.9033 -0.38 -0.25 -0.20
C -1.8466 0.6053 0.5170 0.34 0.66 -0.46
C -2.4014 -0.4475 1.3099 -0.87 -1.21 0.70
N -2.0327 -0.8464 2.4994 0.17 0.37 -0.36
O -2.8567 -1.8378 2.8554 0.31 0.15 0.27
N -3.7782 -2.0961 1.8939 -0.54 0.03 -0.92
C -3.5336 -1.2631 0.9111 0.84 0.00 1.09
N -4.1524 -1.1892 -0.2728 -0.44 -0.07 -0.40
N -2.2950 0.8628 -0.6933 -0.32 -0.51 0.33
C -1.5446 1.9065 -1.1522 0.67 0.45 0.42
C -1.5736 2.5733 -2.3744 0.02 -0.06 0.11
C -0.6699 3.5951 -2.5604 -0.04 0.04 -0.17
C 0.2478 3.9593 -1.5689 0.06 0.04 0.06
C 0.2954 3.3135 -0.3516 0.10 0.01 0.15
C -0.6126 2.2836 -0.1559 -0.37 0.11 -0.78
H -2.6234 -0.9309 -3.5636 -0.15 0.08 -0.07
H -2.2658 -2.6326 -3.8706 -0.06 -0.09 -0.10
H -2.7844 -2.1137 -2.2650 -0.10 -0.03 0.04
H -0.1588 -1.3552 -3.6284 0.08 0.06 -0.01
H -0.6895 -0.7419 -2.0638 0.07 0.05 -0.03
H -0.2664 -3.6968 -2.7010 0.00 -0.08 0.02
H -0.6765 -3.0182 -1.1212 -0.04 -0.12 0.04
H 1.7574 -3.6085 -1.3942 0.04 0.14 -0.04
H 1.8727 -2.3632 -2.6701 0.00 -0.02 0.10
H 3.8945 -2.6490 -1.6166 -0.06 -0.06 -0.06
H 6.0578 -1.8977 -0.7759 0.08 -0.04 -0.03
H 6.1865 -0.1444 0.9599 0.09 0.04 0.04
H 4.1095 0.8487 1.8573 -0.02 0.02 0.03
H 0.8186 -0.2937 0.6751 0.01 0.19 0.10
H -0.5370 0.6975 2.8071 0.14 0.23 -0.07
H -0.2159 2.4434 2.6215 0.07 -0.17 -0.06
H -5.0360 -1.6495 -0.3936 -0.02 0.02 -0.02
H -3.8860 -0.3976 -0.8465 -0.12 -0.09 -0.04
H -2.2789 2.2886 -3.1386 -0.09 -0.03 -0.10
H -0.6627 4.1329 -3.4968 0.00 0.04 -0.08
H 0.9376 4.7658 -1.7660 0.06 0.06 0.00
H 1.0084 3.5887 0.4100 0.11 0.07 0.08
```
Forces are in eV/Å.

Properties
- orbital gap (eV) = 8.19
- SMILES = CCCCOc1ccccc1NC(=O)Cn1c(-c2nonc2N)nc2ccccc21